C26H30FN7O2 | the ωB97M-V functional and the def2-TZVPD basis

Values from the calculation:
HOMO = -7.61 eV
LUMO energy = 0.12 eV
orbital gap = 7.73 eV
energy relative to the best compared isomer or geometry (same formula, charge and spin) = 6.2 kcal per mole
SMILES = CCc1ccc2[nH]c(=O)c([C@@H](c3nnnn3CCOC)N3CCN(c4ccccc4F)CC3)cc2c1
E = -44691.4340 eV

Geometry as XYZ:
```
66
Properties=species:S:1:pos:R:3:forces:R:3:mulliken_charge:R:1
C -0.32246 -6.53685 3.14298 0.0044 -0.0788 -0.2172 -1.0923
C -0.71857 -6.00988 1.76217 0.0517 -0.0140 0.2482 -1.0348
C -1.26998 -4.61777 1.87302 0.0973 -0.0481 -0.1858 0.3525
C -2.62301 -4.41958 2.16823 0.0841 0.1986 -0.0113 -0.6435
C -3.14346 -3.15531 2.32396 -0.0089 0.0413 0.0198 -0.8414
C -2.31315 -2.04220 2.18837 0.5268 -0.4664 -0.1351 -0.0877
N -2.79100 -0.76807 2.33925 -0.3459 0.1526 0.0920 -0.0319
C -2.05398 0.38478 2.22216 -0.1589 -0.1894 0.0534 0.3869
O -2.59447 1.47179 2.37297 -0.0626 0.2251 0.0630 -0.7729
C -0.63803 0.19056 1.92175 0.2980 -0.1040 -0.0435 0.3311
C 0.15881 1.46356 1.74061 -0.3511 0.1025 -0.0613 0.0575
C 1.54110 1.36638 2.28653 0.5625 0.4993 0.1298 -0.2992
N 2.09715 0.36362 2.92838 -0.9295 -0.2256 -0.2460 -0.0554
N 3.31822 0.75790 3.26254 0.7190 -0.4683 0.4980 -0.9108
N 3.54445 1.93831 2.86711 0.6442 1.0618 -0.1693 -0.4367
N 2.44920 2.37483 2.24124 -0.7772 -1.3726 0.2159 0.7389
C 2.37022 3.67701 1.64229 0.4920 0.7257 -0.3584 -0.4267
C 3.57242 3.91134 0.72957 -0.0695 0.0792 0.1211 -0.8570
O 3.45622 3.05340 -0.38055 -0.2891 -0.0303 0.1903 -0.0648
C 4.51845 3.17654 -1.29128 0.1156 0.0185 -0.0206 -0.8898
N 0.22903 1.93104 0.35597 0.0643 -0.1370 0.0340 0.5400
C 0.93428 1.02968 -0.54033 0.2263 -0.0375 -0.1067 -0.7958
C 0.71427 1.45038 -1.98713 0.3941 -0.0279 0.1546 -1.1368
N -0.68454 1.30181 -2.33464 0.0645 0.1912 0.1395 0.3609
C -1.10629 0.94179 -3.58492 -0.0278 -0.0778 -0.3213 0.5992
C -2.35457 0.33320 -3.78933 0.1011 0.0532 0.0732 -0.4970
C -2.79898 -0.01737 -5.04836 -0.0534 -0.0233 -0.1536 -0.8206
C -2.01715 0.21157 -6.16673 -0.0541 -0.0270 -0.0035 -0.4461
C -0.78126 0.81323 -6.00357 0.0391 0.0122 0.1517 -0.6193
C -0.35063 1.17347 -4.74563 0.0224 -0.0529 -0.1837 0.4809
F 0.85535 1.80656 -4.67000 -0.2029 -0.0207 0.1010 -0.3046
C -1.61288 1.43309 -1.23539 -0.1349 0.0733 0.1893 -1.0761
C -1.02771 2.40183 -0.20910 -0.2982 0.2067 -0.1496 -1.4255
C -0.12990 -1.05453 1.77147 -0.2074 0.3660 0.0809 0.2606
C -0.94958 -2.21825 1.89096 -0.4887 -0.1583 0.0998 0.0688
C -0.45061 -3.51645 1.73945 -0.2794 0.0258 0.0560 -0.6464
H 0.43357 -5.89486 3.58891 0.0637 0.0404 0.0848 0.3302
H -1.18617 -6.55757 3.80374 -0.0551 -0.0089 0.1048 0.3229
H 0.07874 -7.54431 3.06405 0.0508 -0.1134 0.0764 0.3666
H 0.15803 -6.01003 1.11221 -0.0574 -0.0329 -0.0752 0.3687
H -1.46890 -6.67193 1.32523 0.0497 0.0069 -0.0887 0.3826
H -3.27000 -5.27798 2.27475 -0.0862 -0.0944 0.0068 0.4277
H -4.19014 -3.01495 2.55234 -0.1204 0.0056 0.0189 0.3902
H -3.76898 -0.64178 2.57383 0.1905 0.0939 -0.0575 0.2333
H -0.36680 2.25043 2.30313 0.0883 -0.1829 -0.0913 0.6917
H 2.35803 4.43533 2.43074 -0.0296 -0.0535 -0.0913 0.3700
H 1.45125 3.71069 1.05414 0.1251 0.0078 0.1403 0.1346
H 3.58209 4.96259 0.40298 -0.0265 -0.0878 0.0679 0.4434
H 4.50191 3.70453 1.28076 -0.1149 0.0787 -0.0871 0.4886
H 4.58446 4.19752 -1.68618 0.0080 -0.0297 -0.0201 0.3435
H 5.47518 2.91587 -0.82318 -0.0189 -0.0028 -0.0377 0.3291
H 4.30862 2.48608 -2.10523 0.0933 0.0271 -0.0497 0.2310
H 0.60565 -0.01560 -0.42193 0.0248 0.0688 -0.0640 0.1858
H 2.00237 1.08721 -0.31619 -0.0188 -0.1145 -0.0696 0.4822
H 1.05601 2.48452 -2.11791 0.0855 -0.0988 -0.0107 0.1712
H 1.32015 0.80657 -2.62711 -0.0333 0.0968 0.0767 0.6959
H -2.97959 0.11819 -2.93773 -0.0281 -0.0129 0.1178 0.3262
H -3.76686 -0.48474 -5.15302 -0.0793 -0.0399 0.0018 0.3799
H -2.36094 -0.06663 -7.14992 -0.0301 -0.0258 -0.0980 0.3755
H -0.14338 1.02701 -6.84714 0.0926 0.0421 -0.0567 0.4265
H -2.55875 1.83778 -1.60537 0.0230 -0.0527 0.0483 0.7747
H -1.81760 0.46317 -0.75372 -0.0938 0.0609 -0.0223 0.4920
H -1.75326 2.57244 0.58666 0.0668 0.0032 -0.0630 0.6140
H -0.83608 3.35945 -0.70933 -0.1512 -0.0415 -0.0270 0.2711
H 0.92580 -1.19702 1.59952 0.0590 0.0148 -0.0377 0.5046
H 0.59871 -3.64342 1.51697 0.1549 -0.0279 -0.0419 0.4823
```
Positions in Å, forces in eV/Å.

C26H30IrN2O6P2 | the ωB97M-V functional and the def2-TZVPD basis

Values from the calculation:
HOMO (alpha / beta) = -11.36 / -14.12 eV
LUMO energy (alpha / beta) = -6.24 / -10.44 eV
orbital gap (alpha / beta) = 5.11 / 3.69 eV
energy relative to the best compared isomer or geometry (same formula, charge and spin) = 0.0 kcal per mole
E = -64108.8171 eV
total charge = +2
multiplicity = 6

Geometry as XYZ:
```
67
Properties=species:S:1:pos:R:3:forces:R:3:mulliken_charge:R:1
Ir 1.21482 0.63925 -0.02059 2.2530 0.5879 1.1435 0.9756
O 2.58103 1.04433 2.67248 -1.8834 -1.3385 -1.4515 -0.4544
C 1.69174 0.46084 2.10308 1.1251 0.5862 1.0692 -0.1426
C 0.70091 -0.47550 2.80352 -0.9909 0.5263 0.7687 0.6073
C 0.79128 -0.45781 4.23208 0.8202 -0.5558 -2.5306 -0.7498
C -0.08420 -1.24222 4.94115 -1.2832 -0.5426 -0.0815 -0.7108
C -1.12640 -1.92285 4.25539 0.9856 1.2028 -0.7670 -0.8059
C -1.32522 -1.81428 2.84638 0.1918 -0.6424 1.9793 -0.2636
C -0.40039 -1.09590 2.12700 1.4478 0.8902 0.1716 0.0707
P -0.48898 -0.78949 0.35977 -1.6315 1.5031 -0.5659 1.8041
C -2.13315 -0.14434 -0.08514 -1.8570 0.0680 -0.4868 1.4385
C -2.35905 0.13022 -1.47824 0.4842 -0.4987 1.7234 -0.9495
C -3.58027 0.60308 -1.93009 0.1489 0.2588 -1.8461 -0.8481
C -4.65505 0.80707 -1.08605 0.2129 0.3918 0.7646 -0.7976
C -4.44902 0.57506 0.26687 0.4130 -0.3506 0.7978 -0.5956
C -3.23859 0.08126 0.79930 1.0359 0.0028 -1.0793 -0.9317
C -0.33378 -2.34523 -0.43919 -1.3179 -0.7763 -0.9289 0.9167
C -0.96949 -2.78646 -1.61411 0.4025 2.1660 1.7045 -0.6246
C -0.76173 -4.03093 -2.14384 0.1545 -1.3097 -1.4859 -0.5374
C 0.10328 -4.95765 -1.53196 0.3596 -1.0147 1.3980 -0.8235
C 0.71558 -4.54726 -0.37018 0.0777 -1.7192 -0.4952 -0.4531
C 0.51376 -3.27190 0.18488 1.1680 -0.5608 0.1448 -0.7081
H 1.68068 0.05505 4.56457 -0.2513 0.0675 0.8433 0.5897
H -0.03663 -1.32063 6.03239 0.0798 0.0139 -0.4719 0.4467
H -1.79192 -2.47938 4.85963 -0.7059 -0.6091 0.3086 0.5265
H -2.17023 -2.33004 2.38556 0.2768 0.2228 0.0503 0.5805
H -1.53260 -0.12035 -2.13817 -0.1982 0.5375 -0.3285 0.2364
H -3.69915 0.85906 -3.00943 0.1735 -0.4079 0.9324 0.3932
H -5.60943 1.22949 -1.42470 0.5203 -0.3429 0.0238 0.4100
H -5.24392 0.78264 0.96433 -0.1933 -0.0464 0.0977 0.4468
H -3.11362 -0.11762 1.87132 -0.2800 0.2234 -0.4893 0.5023
H -1.63508 -2.11473 -2.09515 -0.5442 0.2619 -0.4104 0.4429
H -1.24472 -4.30118 -3.09083 0.0027 0.1054 0.4779 0.4573
H 0.13719 -6.02610 -1.82117 0.1872 0.9847 -0.1470 0.4565
H 1.31286 -5.25096 0.20845 -0.0122 0.1420 -0.2531 0.4646
H 1.07086 -3.07410 1.09131 -0.1593 0.3600 0.0864 0.3733
C 1.90513 -0.30210 -4.20773 -0.5329 0.1149 0.4634 -1.2545
C 2.01595 -0.34894 -2.72989 1.2478 -0.9808 2.0498 0.1028
N 1.43633 0.66932 -2.02140 -1.3636 0.0245 -0.4282 0.5623
O 0.73773 1.54472 -2.80487 -0.7874 0.2863 0.5331 -0.4770
C 2.73459 -1.19006 -1.83607 -0.0145 0.7336 -2.2894 0.3546
C 3.74671 -2.25557 -2.04682 0.1787 -0.4995 -0.8583 -1.2562
N 2.54964 -0.86417 -0.50199 -1.6226 0.9899 0.2840 0.4426
O 3.22597 -1.43289 0.37187 0.9474 -0.7899 1.5761 -0.6407
H 2.27128 0.70104 -4.44747 -0.0829 -0.2795 -0.6699 0.3566
H 0.80656 -0.34745 -4.43972 1.1243 -0.0651 -0.2806 0.2715
H 2.50267 -1.08413 -4.67634 -0.2479 0.1494 -0.0886 0.3935
H -0.02125 1.84676 -2.23783 0.7988 -0.0348 -0.4409 0.1961
H 3.46516 -2.99364 -2.82119 0.1645 0.5622 0.1665 0.3813
H 3.82630 -2.76519 -1.09321 0.2026 -0.2525 -0.0941 0.4163
H 4.76757 -1.85915 -2.27047 -0.8351 -0.1013 0.0099 0.2758
C -0.94929 4.45443 -1.16433 1.2404 0.6115 1.5875 -0.7358
O -0.78877 3.12308 -0.54143 0.5263 -0.1055 0.3216 0.1043
P 0.42970 2.75559 0.47086 -0.3536 0.7117 -1.7969 -0.0116
O 1.42176 3.96525 0.07651 0.3392 -0.9246 0.9718 -0.2613
C 2.64807 4.14702 0.86639 0.9550 0.7877 -1.1990 -0.6667
O 0.13565 3.03018 1.99642 -0.7417 0.1777 0.3546 -0.2183
C -1.14108 2.99085 2.72166 0.2889 1.1813 -0.2882 -0.5776
H -0.16016 4.61834 -1.92493 -0.5791 -0.2434 0.3939 0.2914
H -0.78992 5.19650 -0.32962 -0.4386 -0.4838 -1.1853 0.3105
H -1.94611 4.49005 -1.56750 -0.2270 -0.0131 -0.0870 0.2540
H 2.61253 5.12477 1.36598 -0.0826 -0.2950 -0.3992 0.3302
H 3.54170 4.07869 0.18143 -1.1464 0.2947 0.5245 0.2593
H 2.80579 3.40529 1.61602 -0.3106 -0.7299 0.5409 0.2458
H -1.31124 3.99138 3.17534 0.2706 -0.6577 -0.3717 0.3063
H -1.07071 2.26205 3.51614 0.0292 -0.3105 -0.0291 0.2282
H -1.93962 2.79752 2.01357 -0.1601 -0.2458 0.0619 0.2733
```
Positions in Å, forces in eV/Å.

C26H30LaN2P2 | the ωB97M-V functional and the def2-TZVPD basis

Values from the calculation:
HOMO (alpha / beta) = -8.41 / -7.58 eV
LUMO energy (alpha / beta) = -3.38 / -3.30 eV
orbital gap (alpha / beta) = 5.03 / 4.29 eV
energy relative to the best compared isomer or geometry (same formula, charge and spin) = 132.4 kcal per mole
E = -49854.7516 eV
total charge = +1

Geometry as XYZ:
```
61
Properties=species:S:1:pos:R:3:forces:R:3:mulliken_charge:R:1
C -1.76390 2.83006 -3.61517 -0.8276 1.3696 -0.3866 -0.1574
C -1.43139 1.54516 -3.39534 0.4502 -1.7708 -0.1201 0.1450
C -0.11211 1.12621 -3.79453 1.0606 0.1844 0.7669 -0.1448
C 0.92811 2.15056 -3.86504 0.4277 -2.0516 0.9302 0.9954
C 0.56666 3.48267 -3.69214 -1.6149 2.3675 -0.1315 -1.0287
C -0.78969 3.85113 -3.76207 1.5420 -0.5852 -0.2356 -0.5440
C 2.25897 1.69072 -3.72265 -0.3148 -0.9860 0.2559 -0.6452
C 2.56746 0.30448 -3.58071 -1.9811 0.9581 0.6798 0.9192
C 1.42452 -0.60621 -3.52197 0.6026 1.2441 0.5008 -0.1036
C 1.59316 -1.87039 -2.86270 -1.3272 0.0495 -0.3626 0.0475
C 2.83702 -2.39057 -2.79314 1.0697 -0.4491 0.0566 -0.2885
C 3.97934 -1.55181 -2.90678 -0.0449 1.3321 -0.5684 -0.5674
C 3.79416 -0.17237 -3.11162 1.8499 -1.8622 0.2324 -1.0238
H -2.82206 3.09953 -3.65659 0.2269 0.1144 0.5515 0.4146
H 1.30925 4.25518 -3.43167 -0.2135 -0.4500 -0.6888 0.3597
H -1.10758 4.88875 -3.88860 0.2213 -0.3364 0.3405 0.4199
H 3.03995 2.41565 -3.50882 0.0624 -0.0087 -0.4340 0.3864
H 2.97289 -3.45446 -2.57989 -0.0025 0.3879 0.3811 0.4105
H 4.97976 -1.99629 -2.80194 -0.5356 0.4489 0.2625 0.3972
H 4.61563 0.50626 -2.86000 -0.2067 -0.1457 -0.5866 0.3767
N 0.18750 -0.17522 -3.73381 -0.7795 0.1622 0.9579 -0.4048
La 0.10097 1.33359 1.09424 -1.8760 0.9321 -1.1594 0.8622
C -2.30351 0.58706 -2.59938 -1.3335 0.2317 -0.6294 -1.2350
H -2.14379 -0.46138 -2.91048 -0.2281 0.4858 0.0673 0.3925
H -3.38782 0.88836 -2.69068 0.8860 -0.4874 -0.2695 0.6116
C 0.41348 -2.48901 -2.14042 0.0479 -0.8105 -0.5283 -1.2172
H -0.51159 -2.35926 -2.72551 0.3009 -0.1107 0.2367 0.4887
H 0.61642 -3.58645 -1.99541 -0.3224 0.8880 -0.0952 0.5736
P -2.01314 0.64812 -0.76486 0.7386 0.7052 -0.0900 0.6902
P 0.09837 -1.77851 -0.41357 0.8960 -0.5662 -0.0120 0.7047
C 1.45269 -2.63377 0.48997 0.0272 -0.0433 -0.0617 -1.3336
H 1.37104 -2.38531 1.55353 0.1036 -0.0829 -0.1293 0.3662
H 1.36178 -3.72063 0.35487 0.1576 0.2333 0.0745 0.4688
H 2.42523 -2.29239 0.11566 -0.1608 -0.0740 0.1289 0.3761
C -1.28164 -2.88892 0.08832 -0.1509 0.1591 0.0012 -1.4110
H -0.89720 -3.89833 0.27471 -0.2083 0.1383 -0.1169 0.4847
H -1.72705 -2.49415 1.01097 0.0408 -0.1995 -0.1946 0.3088
H -2.04944 -2.91709 -0.69581 0.1222 -0.0713 0.2246 0.3677
C -2.44724 2.40255 -0.36183 -0.5216 -0.0017 -0.3088 -1.5954
H -3.51647 2.45284 -0.60662 0.1539 0.5608 0.3273 0.3727
H -2.31559 2.64874 0.71466 -0.2669 -0.0722 -0.4141 0.5208
H -1.91798 3.13614 -0.98544 -0.0358 -0.2354 0.1745 0.4240
C -3.46250 -0.17214 -0.01070 -0.1921 0.0873 -0.2018 -1.2687
H -3.31758 -0.26753 1.07791 -0.0179 0.0681 -0.4357 0.2761
H -4.33255 0.46854 -0.21069 -0.0437 -0.4478 0.0875 0.4990
H -3.60020 -1.17221 -0.43427 -0.1078 0.2031 0.0950 0.3558
H 2.12654 0.73422 1.04489 0.7956 -0.4598 -2.0634 0.0788
H 1.88653 0.46231 0.21139 1.1262 0.0853 1.1734 -0.0933
N 0.88224 0.26860 2.86929 0.1608 -1.6607 2.2566 -0.4667
C 0.37797 0.19862 3.94916 0.6876 1.0950 -2.3852 0.3476
C 0.14167 0.05938 5.29397 -1.1817 -0.3454 1.6932 0.6027
C -1.17278 0.17652 5.81652 1.3926 -0.3306 0.9170 -0.5610
C -1.32142 0.06598 7.20750 -2.3864 0.2664 -0.8707 -0.4280
C -0.26906 -0.13931 8.04969 2.6575 -0.3567 -0.1046 -0.4323
C 1.06903 -0.26729 7.53446 -2.7416 0.6309 -2.1085 -0.6244
C 1.24293 -0.15972 6.13791 0.6921 -0.1680 1.4519 -0.4630
H -1.99320 0.34970 5.14371 -0.2280 0.0587 0.0105 0.4447
H -2.36313 0.15377 7.61854 1.2116 -0.0953 -0.3539 0.3064
H -0.39661 -0.21339 9.11637 -0.2164 0.0157 0.1388 0.4040
H 1.89340 -0.43303 8.15678 0.9807 -0.2012 0.8610 0.4766
H 2.25355 -0.23430 5.70583 -0.6244 0.0028 0.2111 0.3604
```
Positions in Å, forces in eV/Å.

Question: Which formula does entry 2 have?
Answer: C26H30IrN2O6P2